(1)
{"formula": "H20O10", "method": "the ωB97M-V functional and the def2-TZVPD basis", "e_lumo_ha": [-0.116, -0.413], "spin_multiplicity": 2, "fmax_ev_per_a": 2.01, "homo_ha": [-0.5024, -0.4921], "total_energy_ev": -20789.2354, "charge": 1, "de_lowest_ev": 0.8349, "homo_lumo_gap_ev": [10.50, 2.15], "symbols": ["O", "H", "H", "O", "H", "H", "O", "H", "H", "O", "H", "H", "O", "H", "H", "O", "H", "H", "O", "H", "H", "O", "H", "H", "O", "H", "H", "O", "H", "H"], "xyz": [[-3.931, 0.538, -0.377], [-4.372, 0.163, -1.139], [-3.167, 0.987, -0.739], [-0.237, 0.453, -0.110], [-0.967, 0.142, 0.427], [0.541, 0.080, 0.304], [-1.894, 2.113, -1.656], [-1.276, 1.389, -1.559], [-1.532, 2.813, -1.112], [2.782, 1.338, -1.092], [3.588, 1.257, -1.602], [2.578, 2.273, -1.113], [2.407, -0.821, 0.632], [2.729, -0.076, 0.126], [3.188, -1.344, 0.813], [-0.916, -0.910, -3.022], [-0.053, -0.740, -2.643], [-0.831, -0.650, -3.939], [2.133, -1.365, -2.435], [2.748, -0.773, -2.867], [2.048, -1.018, -1.547], [-2.372, -1.360, 1.519], [-2.680, -1.264, 0.617], [-1.927, -2.207, 1.531], [2.262, -0.355, 3.343], [2.859, 0.393, 3.360], [2.056, -0.476, 2.416], [-1.630, 0.066, 3.981], [-1.888, -0.451, 3.218], [-2.244, -0.196, 4.667]]}

(2)
{"formula": "H20O11V", "method": "the ωB97M-V functional and the def2-TZVPD basis", "e_lumo_ha": [-0.461, -0.435], "spin_multiplicity": 2, "fmax_ev_per_a": 3.59, "homo_ha": [-0.6010, -0.6010], "total_energy_ev": -48514.8674, "charge": 2, "de_lowest_ev": 6.2679, "homo_lumo_gap_ev": [3.81, 4.52], "symbols": ["O", "V", "O", "H", "H", "O", "H", "H", "O", "H", "H", "O", "H", "H", "O", "H", "H", "O", "H", "H", "O", "H", "H", "O", "H", "H", "O", "H", "H", "O", "H", "H"], "xyz": [[-26.223, 7.724, 28.075], [-26.161, 8.940, 27.119], [-26.868, 11.325, 29.288], [-27.252, 10.769, 29.965], [-26.538, 12.088, 29.763], [-23.235, 4.164, 27.638], [-22.405, 3.691, 27.695], [-23.404, 4.460, 28.533], [-29.518, 9.418, 27.171], [-30.083, 9.775, 26.486], [-30.122, 9.004, 27.788], [-23.149, 10.079, 27.687], [-22.567, 9.441, 28.100], [-22.594, 10.841, 27.524], [-24.042, 6.912, 25.343], [-23.474, 6.795, 24.582], [-24.046, 6.057, 25.774], [-28.381, 8.713, 31.567], [-27.611, 8.796, 32.130], [-28.958, 8.110, 32.037], [-29.502, 5.514, 26.556], [-30.174, 5.871, 25.975], [-29.430, 4.593, 26.302], [-27.491, 7.995, 23.951], [-28.374, 8.288, 23.722], [-27.381, 7.172, 23.476], [-26.175, 11.548, 25.039], [-26.388, 12.408, 25.401], [-26.061, 11.705, 24.101], [-23.503, 8.234, 31.188], [-23.986, 8.245, 32.014], [-22.589, 8.114, 31.446]]}